Density functional theory data (the ωB97M-V functional and the def2-TZVPD basis) for a cluster of 5 separate species, C15H20O15 in total.

Geometry as XYZ:
```
50
Properties=species:S:1:pos:R:3:forces:R:3
O 1.343 -1.648 4.719 -0.01 -0.15 0.06
C 0.626 -1.681 3.773 0.09 -0.14 -0.13
O -0.668 -2.059 3.786 -0.02 0.38 0.09
C -1.263 -1.788 2.517 -0.03 -0.46 -0.59
C -0.128 -1.166 1.688 -0.54 -0.16 0.10
O 1.021 -1.378 2.513 -0.01 0.33 -0.09
H -1.563 -2.725 2.044 -0.04 -0.09 0.26
H -2.154 -1.179 2.638 0.17 0.26 0.12
H -0.273 -0.110 1.471 0.15 0.08 0.26
H -0.033 -1.700 0.750 0.27 0.04 -0.07
O -0.605 -4.154 -0.828 -0.09 -0.08 0.16
C 0.554 -3.897 -0.868 -0.13 0.09 -0.59
O 1.554 -4.775 -0.696 0.17 0.31 0.66
C 2.817 -4.085 -0.812 -0.03 -0.86 -0.25
C 2.422 -2.617 -0.896 1.18 -0.08 -0.14
O 1.031 -2.662 -1.185 0.17 -0.03 0.01
H 3.503 -4.354 -0.011 -0.38 0.12 0.34
H 3.265 -4.498 -1.718 0.03 0.44 -0.16
H 3.047 -2.179 -1.678 -0.67 0.34 -0.23
H 2.611 -2.015 -0.010 -0.17 -0.27 0.24
O -1.957 -0.004 -0.347 -0.25 -0.04 -0.09
C -1.476 0.211 -1.412 0.45 0.06 -0.07
O -0.959 -0.706 -2.244 -0.40 0.00 0.14
C -0.295 -0.048 -3.319 -0.04 0.03 -0.19
C -0.889 1.356 -3.265 0.82 0.19 -1.33
O -1.328 1.466 -1.935 -0.29 0.10 0.44
H 0.777 -0.073 -3.115 -0.03 0.10 0.00
H -0.496 -0.555 -4.259 -0.06 -0.13 0.12
H -1.687 1.550 -3.985 -0.36 -0.43 0.29
H -0.133 2.095 -3.549 0.03 0.09 0.66
O 4.136 0.019 -0.324 0.09 -0.27 -0.26
C 3.471 0.999 -0.288 -0.18 0.29 0.67
O 3.956 2.249 -0.188 0.08 0.04 -0.41
C 2.901 3.211 -0.297 -0.16 -0.63 0.05
C 1.626 2.341 -0.155 0.57 0.82 0.50
O 2.116 1.009 -0.248 -0.02 -0.19 -0.46
H 3.068 3.924 0.503 -0.27 0.18 -0.07
H 2.933 3.683 -1.278 0.22 0.12 0.07
H 0.924 2.558 -0.951 -0.23 -0.22 -0.03
H 1.165 2.489 0.819 -0.20 -0.16 -0.05
O -1.800 1.846 3.231 0.25 0.19 0.36
C -2.574 2.183 2.401 -0.35 -0.10 -0.47
O -3.933 2.112 2.506 0.03 -0.51 0.17
C -4.384 1.900 1.172 -0.26 0.00 -1.09
C -3.467 2.832 0.405 0.87 -0.04 0.41
O -2.248 2.636 1.174 0.07 0.26 0.03
H -4.187 0.875 0.844 0.14 -0.05 0.27
H -5.451 2.059 1.045 0.01 0.42 0.39
H -3.722 3.890 0.472 -0.23 -0.04 -0.01
H -3.190 2.562 -0.609 -0.41 -0.14 -0.09
```
Positions in Å, forces in eV/Å.

The net charge is 0. The value obtained for the largest force on an atom is 1.6 eV/A. Its SMILES is O=C1OCCO1.O=C1OCCO1.O=C1OCCO1.O=C1OCCO1.O=C1OCCO1. The energy above the lowest of the compared OMol25 structures with the same formula, charge and spin comes out at 0.0 kcal/mol. As for the HOMO energy: -0.379 Ha.